ORCA calculation (wB97M-V/def2-TZVPD) on a cluster of 2 separate species, C6H13O2 in total.

Summary:
Multiplicity ... 2
Charge ... -2
Max |F| ... 1.472 eV Å⁻¹
DFT total energy ... -10523.288 eV
Frontier orbital gap (alpha / beta) ... 3.221 / 6.401 eV
Relative energy (zero: lowest compared OMol25 entry of this formula, charge and spin) ... 2.234 eV

Atoms and positions in Å:
1 C 0.29 -3.09 0.85
2 O 0.56 -4.00 1.82
3 C 0.12 -1.60 1.38
4 C 0.69 -0.54 0.43
5 C 0.13 0.84 0.62
6 C -0.64 1.46 -0.27
7 C -1.27 2.82 -0.10
8 H -0.69 -3.28 0.36
9 H 1.14 -3.04 0.12
10 H -0.97 -1.46 1.39
11 H 0.56 -1.63 2.38
12 H 1.80 -0.58 0.48
13 H 0.51 -0.88 -0.60
14 H 0.42 1.34 1.55
15 H -0.98 0.94 -1.16
16 H -1.01 3.46 -0.94
17 H -0.95 3.35 0.80
18 H -2.35 2.68 0.00
19 H 0.33 2.23 -3.68
20 H -0.58 3.56 -3.57
21 O 0.33 3.19 -3.56

***

ORCA calculation (wB97M-V/def2-TZVPD) on a cluster of 2 separate species, C6H13O2 in total.

Summary:
Multiplicity ... 2
Charge ... 0
Max |F| ... 1.565 eV Å⁻¹
DFT total energy ... -10525.541 eV
Frontier orbital gap (alpha / beta) ... 11.744 / 7.722 eV
Relative energy (zero: lowest compared OMol25 entry of this formula, charge and spin) ... 0.406 eV

Atoms and positions in Å:
1 C 1.06 -0.75 0.92
2 C 1.00 -0.75 -0.60
3 C 1.20 -2.10 1.62
4 C 2.05 0.30 1.43
5 H 0.11 -0.40 1.21
6 H 0.70 -1.72 -1.03
7 H 2.01 -2.76 1.30
8 H 1.35 -1.87 2.68
9 H 0.26 -2.62 1.55
10 H 2.40 0.07 2.44
11 H 3.00 0.27 0.88
12 H 1.61 1.29 1.36
13 H 1.93 -0.51 -1.13
14 H 0.27 -0.08 -1.03
15 C -3.25 1.70 -2.00
16 C -1.91 1.58 -1.26
17 O -1.96 0.52 -0.51
18 O -1.03 2.39 -1.36
19 H -4.04 1.79 -1.25
20 H -3.55 0.96 -2.74
21 H -3.23 2.68 -2.49